DFT (ωB97M-V/def2-TZVPD) results for a 2-piece molecular cluster, C3NO5 overall in a non-equilibrium geometry.

```
9
Properties=species:S:1:pos:R:3:forces:R:3:lowdin_charge:R:1
C 2.722453 0.297862 0.503331 0.9 0.8 -0.5 -0.0361
C -0.211169 -1.163234 -0.035189 -0.6 0.7 -0.1 -0.6532
C -1.109758 0.132336 0.102272 0.4 -0.1 -0.2 -0.3994
N -1.235857 1.355458 -0.490050 0.9 0.6 -1.2 0.1048
O 0.988305 -0.913425 -0.098477 0.2 -0.2 -0.2 -0.0798
O 3.035059 0.758655 -0.492436 -0.2 -0.3 0.7 -0.0070
O -0.852416 -2.196655 -0.061766 -0.6 -0.8 0.0 0.0152
O -2.388087 0.473539 -0.358058 -1.0 -0.8 0.2 0.0295
O -0.948532 1.255468 0.930371 0.1 0.0 1.2 0.0260
```
Forces are in eV/Å.

Total charge   -1
Largest force on an atom   1.627 eV/A
Energy relative to the best compared isomer or geometry (same formula, charge and spin)   148.2 kcal/mol
E_LUMO   4.10 eV
Frontier orbital gap   9.757 eV
DFT total energy   -14834.88085 eV



DFT (ωB97M-V/def2-TZVPD) results for one molecule with the formula C4H8O3.

```
15
Properties=species:S:1:pos:R:3:forces:R:3:lowdin_charge:R:1
C 1.993787 0.715172 -0.284206 0.1 0.2 -0.1 -0.0815
O 1.023401 0.138576 0.573929 0.1 0.0 0.0 -0.0988
C -0.177257 -0.311422 0.012417 0.2 -0.1 0.2 -0.5130
O 0.039035 -0.951022 -1.221513 -0.2 0.1 0.2 0.0437
C -1.457386 0.571145 0.018169 -0.3 0.3 -0.3 -0.0843
O -2.156441 -0.413643 0.801878 0.3 0.1 0.0 -0.0942
C -0.936714 -1.147465 1.054540 0.2 0.0 -0.1 -0.0699
H 2.359223 0.034171 -1.066307 -0.3 0.0 0.2 0.0883
H 1.593844 1.624563 -0.749499 0.1 0.0 -0.1 0.0905
H 2.853248 0.991156 0.338438 -0.3 -0.1 0.0 0.0926
H -0.221376 -0.344138 -1.926484 0.1 -0.2 0.1 0.1070
H -1.946065 0.696365 -0.959700 0.2 -0.1 0.1 0.1217
H -1.411643 1.563676 0.495272 0.2 -0.4 0.1 0.1305
H -0.553595 -0.942704 2.068757 -0.1 -0.2 -0.4 0.1338
H -1.002060 -2.224429 0.844305 -0.1 0.3 0.1 0.1338
```
Forces are in eV/Å.

Largest force on an atom   0.509 eV/A
Energy relative to the best compared isomer or geometry (same formula, charge and spin)   62.4 kcal/mol
E_LUMO   0.74 eV
Structure (SMILES)   COC1(O)COC1
Frontier orbital gap   10.677 eV
DFT total energy   -10418.29912 eV